# 1
Here is a molecular structure, C50H52N2OP3PdSi2 at a distorted geometry from OMol25. Energies are from ωB97M-V/def2-TZVPD.

XYZ file:
```
111
Properties=species:S:1:pos:R:3:lowdin_charge:R:1
Pd -0.638 -0.408 -0.423 0.639
C 3.517 0.740 -2.302 -0.184
Si 2.839 -1.011 -1.932 0.368
C 1.888 -1.652 -3.470 -0.166
C 4.405 -2.073 -1.621 -0.183
N 1.752 -1.016 -0.611 -0.279
P 1.664 -1.507 0.897 0.625
C 0.090 -1.170 1.539 -0.497
P -0.262 0.405 2.162 0.623
N -0.567 1.480 1.013 -0.301
Si -1.920 2.534 0.922 0.378
C -1.650 3.911 2.230 -0.170
C -3.612 1.665 1.212 -0.162
C -2.031 3.350 -0.801 -0.175
C 0.922 1.204 3.287 -0.282
C 1.631 2.265 2.736 -0.115
C 2.553 2.953 3.497 -0.097
C 2.789 2.566 4.807 -0.102
C 2.116 1.479 5.345 -0.094
C 1.186 0.791 4.587 -0.086
C -1.719 0.031 3.198 -0.296
C -2.535 -1.013 2.768 -0.114
C -3.659 -1.367 3.490 -0.086
C -3.999 -0.658 4.632 -0.106
C -3.223 0.418 5.033 -0.103
C -2.085 0.759 4.321 -0.108
C 3.105 -1.007 1.894 -0.281
C 3.716 0.188 1.537 -0.101
C 4.818 0.645 2.235 -0.091
C 5.328 -0.101 3.286 -0.100
C 4.699 -1.275 3.665 -0.096
C 3.576 -1.719 2.991 -0.091
C 1.714 -3.337 0.973 -0.270
C 0.497 -3.990 0.815 -0.116
C 0.446 -5.366 0.705 -0.101
C 1.612 -6.113 0.797 -0.111
C 2.829 -5.468 0.947 -0.103
C 2.885 -4.087 1.005 -0.106
H 3.881 0.788 -3.325 0.011
H 4.338 1.008 -1.642 0.010
H 2.741 1.490 -2.195 -0.002
H 2.368 -1.337 -4.393 0.014
H 0.878 -1.242 -3.473 0.003
H 1.802 -2.736 -3.500 0.007
H 5.139 -1.905 -2.405 0.012
H 4.188 -3.135 -1.583 0.007
H 4.866 -1.802 -0.674 0.011
H -2.047 3.622 3.197 0.005
H -2.133 4.833 1.929 0.006
H -0.591 4.112 2.359 0.006
H -3.855 1.565 2.266 0.014
H -3.559 0.663 0.784 -0.006
H -4.434 2.190 0.733 0.019
H -1.060 3.664 -1.163 0.019
H -2.677 4.222 -0.760 0.016
H -2.445 2.659 -1.530 0.003
H 1.422 2.539 1.710 0.096
H 3.083 3.796 3.072 0.100
H 3.503 3.105 5.413 0.092
H 2.313 1.174 6.365 0.095
H 0.654 -0.053 5.007 0.111
H -2.274 -1.538 1.851 0.063
H -4.273 -2.195 3.164 0.086
H -4.869 -0.940 5.211 0.091
H -3.507 0.992 5.904 0.093
H -1.479 1.599 4.635 0.099
H 3.314 0.739 0.696 0.097
H 5.293 1.576 1.959 0.102
H 6.221 0.226 3.804 0.094
H 5.097 -1.853 4.487 0.095
H 3.076 -2.625 3.309 0.107
H -0.410 -3.392 0.785 0.072
H -0.500 -5.861 0.539 0.098
H 1.571 -7.193 0.751 0.090
H 3.743 -6.046 1.008 0.094
H 3.839 -3.584 1.090 0.095
O 0.414 1.491 -1.813 0.011
C -0.548 0.787 -2.037 -0.463
C -1.450 0.621 -3.091 -0.222
C -1.379 1.427 -4.262 -0.007
C -2.208 1.183 -5.316 -0.077
C -3.165 0.148 -5.265 -0.064
C -3.293 -0.619 -4.123 -0.078
C -2.475 -0.390 -3.024 -0.269
P -2.351 -1.381 -1.527 1.002
C -2.018 -3.045 -2.170 -0.335
C -2.994 -3.834 -2.777 -0.101
C -2.641 -5.038 -3.353 -0.094
C -1.330 -5.487 -3.288 -0.086
C -0.362 -4.715 -2.656 -0.079
C -0.696 -3.484 -2.130 -0.108
C -4.037 -1.595 -0.868 -0.353
C -4.305 -2.682 -0.037 -0.105
C -5.541 -2.812 0.566 -0.094
C -6.512 -1.840 0.376 -0.091
C -6.242 -0.745 -0.428 -0.084
C -5.015 -0.623 -1.051 -0.103
H -0.650 2.224 -4.296 0.122
H -2.130 1.777 -6.218 0.100
H -3.795 -0.034 -6.124 0.099
H -4.049 -1.395 -4.077 0.105
H -4.026 -3.512 -2.769 0.100
H -3.391 -5.645 -3.842 0.097
H -1.059 -6.442 -3.715 0.097
H 0.646 -5.094 -2.567 0.108
H 0.042 -2.853 -1.636 0.064
H -3.533 -3.426 0.122 0.113
H -5.752 -3.668 1.195 0.103
H -7.473 -1.936 0.862 0.098
H -6.992 0.020 -0.560 0.101
H -4.796 0.223 -1.687 0.105
```

Output
E_LUMO = 0.0756 Ha
E_HOMO = -3.3 eV
net charge = -1
gap between HOMO and LUMO = 5.3 eV
largest force on an atom = 0.1065 Eh/bohr
total energy = -3852.36754 Ha

# 2
Here is a molecular structure, C39H32Cl3F3N4O2SbTi at a distorted geometry from OMol25. Energies are from ωB97M-V/def2-TZVPD.

XYZ file:
```
85
Properties=species:S:1:pos:R:3:lowdin_charge:R:1
Ti -0.171 -0.022 -0.130 1.097
C -2.768 0.393 1.345 -0.139
C -3.415 -0.925 0.931 -0.092
C -2.817 -1.686 -0.221 -0.263
C -3.685 -2.517 -0.934 0.006
C -3.201 -3.316 -1.949 0.025
C -1.834 -3.290 -2.212 0.017
C -1.034 -2.456 -1.460 -0.096
N -1.506 -1.644 -0.492 0.006
N -1.324 0.334 1.658 -0.216
C -1.013 -0.674 2.698 -0.053
C -0.057 -1.741 2.222 -0.209
C 0.193 -2.860 3.009 0.042
C 1.146 -3.779 2.600 0.024
C 1.853 -3.531 1.428 0.011
C 1.540 -2.402 0.691 -0.091
N 0.587 -1.528 1.063 -0.045
C -0.911 1.669 2.129 -0.096
C 0.587 1.711 2.172 -0.256
C 1.278 2.496 3.084 0.039
C 2.664 2.480 3.073 0.025
C 3.306 1.651 2.160 0.008
C 2.545 0.891 1.290 -0.127
N 1.203 0.941 1.262 -0.025
H -3.311 0.775 2.224 0.162
H -2.900 1.113 0.526 0.110
H -4.444 -0.677 0.660 0.140
H -3.500 -1.618 1.774 0.138
H -4.736 -2.516 -0.688 0.140
H -3.868 -3.947 -2.517 0.139
H -1.403 -3.907 -2.985 0.132
H 0.039 -2.418 -1.648 0.108
H -1.928 -1.147 3.070 0.146
H -0.543 -0.192 3.567 0.160
H -0.349 -3.005 3.931 0.142
H 1.349 -4.660 3.192 0.139
H 2.632 -4.203 1.099 0.134
H 2.085 -2.172 -0.227 0.122
H -1.342 1.896 3.113 0.162
H -1.267 2.438 1.430 0.146
H 0.732 3.116 3.778 0.140
H 3.222 3.096 3.760 0.138
H 4.383 1.600 2.120 0.134
H 3.034 0.212 0.593 0.101
Cl -1.927 1.507 -4.389 0.758
C -2.294 1.719 -2.683 -1.429
Cl -2.623 3.393 -2.247 0.770
Cl -3.677 0.674 -2.189 0.767
C -1.229 1.122 -1.803 -0.837
O -0.985 1.617 -0.670 -0.142
O -0.663 0.063 -2.122 -0.161
F 7.348 3.766 -3.149 0.126
C 6.231 3.134 -2.831 -0.254
C 5.864 2.001 -3.547 0.030
C 4.682 1.363 -3.228 -0.108
C 3.876 1.870 -2.221 -0.356
C 4.270 2.977 -1.481 -0.124
C 5.451 3.623 -1.790 0.025
Sb 1.851 1.152 -2.049 1.683
C 1.026 3.161 -2.020 -0.343
C 0.838 3.728 -0.762 -0.147
C 0.310 4.999 -0.632 0.020
C -0.009 5.714 -1.779 -0.277
F -0.535 6.925 -1.656 0.121
C 0.196 5.178 -3.040 0.011
C 0.719 3.900 -3.154 -0.098
C 1.632 0.156 -3.978 -0.357
C 1.373 0.832 -5.163 -0.121
C 1.258 0.135 -6.353 0.030
C 1.407 -1.244 -6.347 -0.255
F 1.290 -1.918 -7.482 0.122
C 1.669 -1.938 -5.172 0.018
C 1.778 -1.230 -3.988 -0.141
H 6.497 1.652 -4.348 0.137
H 4.378 0.490 -3.785 0.100
H 3.648 3.365 -0.684 0.092
H 5.772 4.507 -1.260 0.133
H 1.105 3.172 0.131 0.079
H 0.135 5.451 0.332 0.131
H -0.056 5.759 -3.913 0.140
H 0.889 3.495 -4.140 0.089
H 1.278 1.907 -5.173 0.085
H 1.072 0.647 -7.284 0.138
H 1.788 -3.010 -5.211 0.131
H 1.999 -1.767 -3.067 0.088
```

Output
E_LUMO (alpha / beta) = -0.3732 / -0.3732 Ha
E_HOMO (alpha / beta) = -15.8 / -15.8 eV
net charge = +3
gap between HOMO and LUMO (alpha / beta) = 5.7 / 5.7 eV
largest force on an atom = 0.0399 Eh/bohr
total energy = -4643.90311 Ha

# 3
Here is a molecular structure, C33H29BrCl2CsIN5OS at a distorted geometry from OMol25. Energies are from ωB97M-V/def2-TZVPD.

XYZ file:
```
74
Properties=species:S:1:pos:R:3:lowdin_charge:R:1
Cs 0.575 0.468 -0.124 1.037
C 5.212 1.335 3.927 -0.054
N 3.897 1.274 4.535 -0.143
C 3.610 1.564 5.854 -0.056
C 2.293 1.407 6.021 -0.052
N 1.756 1.018 4.792 0.020
C 2.771 0.928 3.844 -0.716
S 2.753 0.529 2.231 0.535
C 0.348 0.815 4.593 -0.252
C -0.553 1.117 5.611 -0.010
C -1.898 0.900 5.362 -0.062
C -2.304 0.410 4.133 -0.055
C -1.319 0.157 3.196 -0.130
N -0.021 0.346 3.428 0.106
H 5.929 1.585 4.706 0.085
H 5.231 2.087 3.141 0.086
H 5.460 0.374 3.479 0.080
H 4.370 1.850 6.559 0.117
H 1.701 1.526 6.905 0.102
H -0.241 1.523 6.560 0.090
H -2.625 1.133 6.130 0.107
H -3.346 0.258 3.888 0.110
H -1.569 -0.208 2.206 0.089
Cl 2.552 2.773 -4.241 0.647
C 1.569 1.340 -4.413 -0.591
C 1.070 1.033 -5.679 -0.151
C 0.287 -0.066 -5.879 -0.625
Cl -0.313 -0.411 -7.493 0.623
C -0.062 -0.897 -4.791 -0.191
C -0.898 -2.031 -4.906 -0.044
C -1.252 -2.731 -3.790 -0.065
C -0.790 -2.285 -2.537 -0.157
N 0.026 -1.271 -2.397 0.010
C 0.426 -0.575 -3.499 -0.166
C 1.326 0.563 -3.268 -0.487
O 1.807 0.816 -2.121 -0.487
H 1.310 1.681 -6.512 0.099
H -1.260 -2.321 -5.883 0.082
H -1.901 -3.595 -3.852 0.096
H -1.106 -2.789 -1.628 0.097
C -2.865 1.941 -4.873 -0.106
N -1.860 2.615 -4.092 -0.264
C -1.759 4.036 -4.307 -0.107
C -1.662 2.146 -2.729 -0.191
C -2.679 2.447 -1.624 -0.275
C -3.865 3.119 -1.907 -0.091
C -4.792 3.372 -0.894 -0.144
C -4.505 2.943 0.391 -0.161
C -3.302 2.269 0.638 -0.209
C -2.324 1.979 -0.332 -0.161
H -2.707 2.151 -5.936 0.077
H -3.906 2.209 -4.631 0.068
H -2.764 0.861 -4.734 0.081
H -1.629 4.237 -5.376 0.076
H -0.877 4.415 -3.788 0.084
H -2.625 4.621 -3.961 0.067
H -0.687 2.521 -2.395 0.105
H -1.559 1.058 -2.782 0.098
H -4.090 3.456 -2.913 0.070
H -5.716 3.895 -1.115 0.078
H -5.213 3.133 1.195 0.073
H -3.133 1.969 1.677 0.036
Br -0.174 -5.746 3.919 0.709
C 1.403 -5.949 2.899 -0.746
C 2.100 -7.144 3.037 -0.145
C 3.262 -7.358 2.315 -0.092
C 3.732 -6.378 1.456 -0.088
C 3.038 -5.186 1.320 -0.157
C 1.867 -4.963 2.040 -0.768
I 0.920 -3.152 1.744 0.969
H 1.720 -7.901 3.710 0.094
H 3.796 -8.293 2.426 0.102
H 4.638 -6.535 0.885 0.104
H 3.398 -4.418 0.649 0.094
```

Output
E_LUMO = 0.0632 Ha
E_HOMO = -3.2 eV
net charge = -1
gap between HOMO and LUMO = 4.9 eV
largest force on an atom = 0.0568 Eh/bohr
total energy = -5834.35093 Ha

# 4
Here is a single C2H6N2O molecule from OMol25. Energies are from ωB97M-V/def2-TZVPD.

XYZ file:
```
11
Properties=species:S:1:pos:R:3:lowdin_charge:R:1
H 0.182 0.811 2.681 0.045
N -0.195 0.315 1.864 0.087
C 0.429 0.691 0.816 -0.288
N 0.027 0.292 -0.439 -0.238
C -0.766 -0.928 -0.557 -0.063
O 1.120 0.243 -1.331 -0.035
H 1.281 1.364 0.747 0.125
H -1.667 -0.829 0.063 0.082
H -1.047 -1.015 -1.610 0.082
H -0.211 -1.827 -0.229 0.095
H 0.847 0.882 -2.007 0.108
```

Output
E_LUMO = 0.0315 Ha
E_HOMO = -9.2 eV
structure (SMILES) = [H]/N=C/N(C)O
gap between HOMO and LUMO = 10.1 eV
largest force on an atom = 0.0152 Eh/bohr
total energy = -264.48561 Ha